No. 1
# C11H27N2O2

A gas-phase ion, C11H27N2O2 (charge +1) (the ωB97M-V functional and the def2-TZVPD basis, the Open Molecules 2025 dataset).

Properties
- maximum force (hartree/bohr) = 0.006
- SMILES = CCCN[NH+](CCCOC)CCCOC
- gap between HOMO and LUMO (eV) = 10.04
- net charge = +1
- HOMO (eV) = -12.98

CARTESIAN COORDINATES (ANGSTROEM)
C: 0.228 -4.631 -1.014
C: -0.863 -3.559 -1.025
C: -0.564 -2.282 -0.217
N: 0.891 -2.095 -0.073
N: 1.306 -0.783 0.381
C: 1.780 0.047 -0.797
C: 0.774 0.246 -1.912
C: -0.345 1.253 -1.646
O: -0.594 1.916 -2.852
C: -1.790 2.676 -2.845
C: 0.368 -0.067 1.320
C: 1.042 1.099 2.021
C: 0.225 1.552 3.255
O: 0.160 2.944 3.356
C: -0.848 3.564 2.576
H: -0.190 -5.582 -1.337
H: 1.045 -4.381 -1.690
H: 0.651 -4.801 -0.020
H: -1.786 -3.984 -0.632
H: -1.073 -3.274 -2.057
H: -0.948 -1.415 -0.753
H: -1.074 -2.312 0.750
H: 1.277 -2.764 0.583
H: 2.151 -0.950 0.928
H: 2.657 -0.479 -1.168
H: 2.096 1.003 -0.376
H: 0.384 -0.715 -2.246
H: 1.346 0.639 -2.755
H: -0.040 1.974 -0.868
H: -1.263 0.759 -1.291
H: -1.775 3.303 -3.733
H: -2.669 2.023 -2.875
H: -1.848 3.319 -1.959
H: -0.492 0.260 0.739
H: 0.033 -0.819 2.034
H: 1.124 1.961 1.358
H: 2.060 0.826 2.321
H: 0.694 1.190 4.171
H: -0.787 1.121 3.213
H: -1.719 2.910 2.464
H: -1.156 4.472 3.091
H: -0.471 3.835 1.582

Forces on atoms 1 to 2 (eV/Å):
C 0.00 -0.01 0.06
C 0.01 0.03 -0.03



No. 2
# C11H27N7O16

A molecular structure, C11H27N7O16 (the ωB97M-V functional and the def2-TZVPD basis, the Open Molecules 2025 dataset).

Properties
- maximum force (hartree/bohr) = 0.233
- gap between HOMO and LUMO (eV) = 6.46
- HOMO (eV) = -7.93

CARTESIAN COORDINATES (ANGSTROEM)
C: 1.361 -0.349 0.670
N: -0.050 0.102 0.309
O: -0.351 1.314 0.500
O: -0.841 -0.736 -0.056
H: 1.414 -0.363 1.759
H: 2.073 0.335 0.207
H: 1.554 -1.319 0.212
C: 0.215 2.885 1.516
N: 0.398 4.351 1.900
O: 1.280 4.791 2.676
O: -0.472 5.133 1.495
H: -0.168 2.171 2.246
H: 1.201 2.535 1.211
H: -0.316 2.783 0.570
C: -1.584 0.384 2.472
N: -2.245 1.359 1.454
O: -1.816 2.518 1.608
O: -3.240 0.992 0.785
H: -2.337 -0.363 2.723
H: -1.448 0.887 3.430
H: -0.723 -0.096 2.007
C: -2.755 -0.911 -0.190
N: -3.332 -1.591 -1.376
O: -2.926 -1.394 -2.539
O: -4.223 -2.343 -1.077
H: -3.099 -1.448 0.694
H: -2.943 0.162 -0.240
H: -1.723 -1.238 -0.318
C: 1.671 -3.528 2.425
N: 1.616 -2.254 1.734
O: 0.540 -1.984 1.163
O: 2.657 -1.576 1.757
H: 2.227 -3.589 3.361
H: 2.004 -4.277 1.706
H: 0.629 -3.840 2.487
C: 0.564 -2.704 -0.619
N: -0.940 -2.851 -0.420
O: -1.641 -2.744 -1.421
O: -1.318 -3.216 0.662
H: 0.782 -2.852 -1.676
H: 1.260 -3.320 -0.048
H: 0.935 -1.685 -0.506
C: 3.497 2.959 -0.491
N: 3.106 1.523 -0.251
O: 3.362 0.653 -1.110
O: 2.456 1.350 0.701
H: 2.617 3.602 -0.473
H: 3.956 2.870 -1.475
H: 4.262 3.084 0.276
O: 1.243 -1.500 -2.325
C: 0.407 -0.546 -2.434
O: 0.155 0.296 -1.397
C: -0.710 1.296 -1.877
C: -1.479 0.589 -3.017
C: -0.401 -0.203 -3.648
H: -0.142 2.215 -2.019
H: -1.456 1.327 -1.083
H: -2.022 1.156 -3.772
H: -2.269 -0.022 -2.580
H: 0.318 0.363 -4.239
H: -0.790 -1.144 -4.037

Forces on atoms 1 to 2 (eV/Å):
C -2.48 1.47 -2.98
N 3.29 1.10 2.65



No. 3
# C11H28BNO

2 unconnected molecules or ions with the total composition C11H28BNO (the ωB97M-V functional and the def2-TZVPD basis, the Open Molecules 2025 dataset).

Properties
- maximum force (hartree/bohr) = 0.014
- gap between HOMO and LUMO (eV) = 5.70
- HOMO (eV) = -6.15

CARTESIAN COORDINATES (ANGSTROEM)
B: -1.380 3.253 0.758
C: -1.113 4.462 -0.333
O: -0.295 5.566 0.105
C: -0.872 6.228 1.193
H: -2.543 2.902 0.640
H: -1.210 3.566 1.910
H: -0.612 2.325 0.514
H: -2.069 4.845 -0.745
H: -0.559 4.029 -1.183
H: -0.658 7.304 1.164
H: -1.955 6.092 1.239
H: -0.408 5.849 2.112
C: -0.025 0.693 -1.809
C: 0.644 -0.501 -2.482
C: 0.232 -1.862 -1.946
N: 0.704 -2.210 -0.543
C: 0.211 -3.623 -0.283
C: 0.368 -4.059 1.162
C: -0.342 -3.090 2.093
C: 0.243 -1.703 1.906
C: 0.121 -1.235 0.465
C: 2.196 -2.189 -0.503
H: 0.505 0.991 -0.908
H: -0.014 1.566 -2.458
H: -1.062 0.485 -1.546
H: 1.729 -0.379 -2.485
H: 0.352 -0.499 -3.536
H: 0.632 -2.644 -2.594
H: -0.853 -1.956 -1.937
H: -0.843 -3.638 -0.563
H: 0.762 -4.279 -0.956
H: -0.051 -5.061 1.276
H: 1.424 -4.134 1.432
H: -0.232 -3.409 3.130
H: -1.415 -3.077 1.877
H: 1.291 -1.691 2.220
H: -0.275 -0.984 2.542
H: 0.661 -0.301 0.360
H: -0.924 -1.088 0.197
H: 2.534 -1.175 -0.694
H: 2.568 -2.866 -1.268
H: 2.532 -2.503 0.479

Forces on atoms 1 to 2 (eV/Å):
B -0.09 0.19 -0.32
C 0.10 -0.74 -0.03



No. 4
# C11H28BrCuO11S3

A molecular structure, C11H28BrCuO11S3 (the ωB97M-V functional and the def2-TZVPD basis, the Open Molecules 2025 dataset).

Properties
- maximum force (hartree/bohr) = 0.078
- gap between HOMO and LUMO (alpha / beta) (eV) = 8.03 / 5.71
- expectation value of S² = 2.02
- multiplicity = 3
- HOMO (alpha / beta) (eV) = -7.78 / -7.71

CARTESIAN COORDINATES (ANGSTROEM)
Cu: -9.630 19.214 17.764
Br: -9.322 21.647 18.958
O: -11.847 19.294 17.060
C: -11.661 19.710 15.666
C: -10.291 19.448 14.951
O: -9.010 19.633 15.656
H: -11.821 20.788 15.688
H: -12.569 19.414 15.140
H: -10.082 19.924 13.993
H: -10.254 18.400 14.652
O: -8.204 14.928 18.159
S: -9.518 15.478 17.718
O: -9.704 16.908 17.583
O: -10.084 14.679 16.344
C: -11.118 15.335 15.608
C: -12.072 14.167 15.294
C: -10.747 14.770 18.871
H: -10.728 15.864 14.738
H: -11.540 16.113 16.245
H: -11.393 13.430 14.866
H: -12.712 14.389 14.440
H: -12.710 13.909 16.139
H: -10.565 14.983 19.924
H: -10.585 13.696 18.777
H: -11.731 14.920 18.427
O: -5.520 17.994 19.621
S: -6.177 18.390 18.328
O: -7.608 18.735 18.212
O: -5.281 19.605 17.641
C: -3.866 19.692 17.723
C: -3.457 21.085 17.208
C: -5.734 17.095 17.048
H: -3.248 18.912 17.278
H: -3.631 19.592 18.783
H: -2.383 21.178 17.046
H: -3.603 21.893 17.925
H: -3.946 21.346 16.269
H: -4.660 16.972 17.182
H: -6.088 17.509 16.104
H: -6.134 16.096 17.222
O: -10.494 18.425 19.993
S: -10.335 17.871 21.352
O: -11.405 17.445 22.231
O: -9.226 16.646 21.346
C: -8.937 15.970 22.648
C: -9.605 14.655 22.633
C: -9.456 19.165 22.322
H: -9.171 16.537 23.549
H: -7.848 15.928 22.678
H: -9.397 14.102 21.717
H: -10.680 14.688 22.453
H: -9.268 14.166 23.547
H: -8.497 19.467 21.902
H: -9.234 18.753 23.306
H: -10.198 19.962 22.275

Forces on atoms 1 to 2 (eV/Å):
Cu 0.38 1.62 -0.94
Br -0.30 -1.16 -0.55



No. 5
# C11H28N2OPSSi

2 unconnected molecules or ions with the total composition C11H28N2OPSSi (the ωB97M-V functional and the def2-TZVPD basis, the Open Molecules 2025 dataset).

Properties
- maximum force (hartree/bohr) = 0.026
- gap between HOMO and LUMO (eV) = 8.23
- net charge = +1
- HOMO (eV) = -10.46

CARTESIAN COORDINATES (ANGSTROEM)
C: -2.323 -0.810 -2.965
C: -2.395 0.118 -1.789
O: -1.897 -0.191 -0.716
N: -3.069 1.366 -1.903
C: -2.829 2.068 -3.187
Si: -4.733 1.391 -1.356
P: -6.253 0.961 -2.971
S: -5.668 -0.255 -4.390
H: -3.298 -1.221 -3.195
H: -1.932 -0.322 -3.849
H: -1.657 -1.621 -2.700
H: -3.526 1.806 -3.977
H: -2.909 3.133 -3.001
H: -1.817 1.882 -3.520
H: -4.865 0.464 -0.222
H: -5.023 2.765 -0.889
H: -7.360 0.444 -2.272
H: -6.712 2.213 -3.418
C: 1.984 -1.865 4.336
C: 3.176 -1.809 3.377
C: 3.325 -0.455 2.676
N: 3.002 -0.444 1.204
C: 3.941 -1.320 0.451
C: 1.562 -0.848 0.947
C: 0.805 0.458 0.871
C: 1.769 1.323 0.068
C: 3.122 0.995 0.687
H: 1.028 -1.791 3.815
H: 1.986 -2.804 4.886
H: 2.032 -1.054 5.063
H: 3.108 -2.630 2.663
H: 4.083 -1.987 3.954
H: 4.351 -0.093 2.739
H: 2.676 0.290 3.135
H: 3.785 -2.355 0.737
H: 4.960 -1.015 0.673
H: 3.737 -1.203 -0.610
H: 1.537 -1.367 -0.010
H: 1.229 -1.528 1.725
H: 0.650 0.873 1.869
H: -0.167 0.342 0.397
H: 1.543 2.386 0.122
H: 1.753 1.033 -0.984
H: 3.340 1.632 1.539
H: 3.950 1.044 -0.013

Forces on atoms 1 to 2 (eV/Å):
C 0.57 -0.03 0.15
C 0.39 -0.01 1.03



No. 6
# C11H29CdN4O4

A molecular structure, C11H29CdN4O4 (the ωB97M-V functional and the def2-TZVPD basis, the Open Molecules 2025 dataset).

Properties
- maximum force (hartree/bohr) = 0.037
- gap between HOMO and LUMO (eV) = 10.45
- net charge = +1
- HOMO (eV) = -12.46

CARTESIAN COORDINATES (ANGSTROEM)
Cd: 0.036 0.182 -0.441
N: -0.664 -1.461 -2.082
C: -1.975 -1.994 -1.714
C: -2.845 -0.883 -1.123
N: -2.287 -0.323 0.108
C: -2.407 -1.257 1.230
C: -1.079 -1.442 1.978
N: 0.015 -1.630 1.030
C: -2.885 0.979 0.395
C: -2.100 1.756 1.454
N: -0.711 1.906 1.024
H: -0.789 -0.799 -2.847
H: -0.066 -2.211 -2.417
H: -1.826 -2.800 -0.991
H: -2.508 -2.416 -2.577
H: -3.862 -1.267 -0.953
H: -2.891 -0.082 -1.864
H: -2.727 -2.232 0.856
H: -3.173 -0.921 1.939
H: -1.186 -2.294 2.663
H: -0.845 -0.557 2.569
H: -0.052 -2.546 0.594
H: 0.899 -1.575 1.520
H: -3.927 0.873 0.728
H: -2.869 1.562 -0.529
H: -2.119 1.233 2.412
H: -2.593 2.727 1.598
H: -0.111 2.167 1.802
H: -0.647 2.665 0.346
C: 2.466 1.290 2.498
O: 2.137 0.153 1.721
C: 3.245 -0.398 1.028
C: 3.410 0.122 -0.397
O: 2.462 -0.523 -1.238
C: 2.732 -0.264 -2.604
H: 3.316 1.074 3.154
H: 1.596 1.509 3.115
H: 2.706 2.153 1.870
H: 3.086 -1.481 0.976
H: 4.164 -0.210 1.593
H: 4.423 -0.125 -0.742
H: 3.264 1.208 -0.443
H: 3.748 -0.586 -2.861
H: 2.631 0.801 -2.832
H: 2.013 -0.833 -3.189
O: -0.789 1.455 -2.202
C: 0.202 2.193 -2.101
O: 1.086 2.061 -1.237
H: 0.299 3.040 -2.817

Forces on atoms 1 to 2 (eV/Å):
Cd 0.41 -0.65 0.36
N 0.08 0.02 -0.42



No. 7
# C11H29Cl2GdOPS

A molecular structure, C11H29Cl2GdOPS (the ωB97M-V functional and the def2-TZVPD basis, the Open Molecules 2025 dataset).

Properties
- maximum force (hartree/bohr) = 0.103
- gap between HOMO and LUMO (alpha / beta) (eV) = 4.45 / 3.98
- net charge = -1
- expectation value of S² = 16.03
- multiplicity = 8
- HOMO (alpha / beta) (eV) = -2.24 / -1.77

CARTESIAN COORDINATES (ANGSTROEM)
Gd: 0.117 0.055 1.514
Cl: -1.375 2.106 1.250
Cl: 1.516 -1.950 1.445
H: -1.496 -0.637 1.391
H: 1.272 1.330 1.294
P: 0.041 0.116 -1.220
C: 0.340 1.825 -1.752
C: 1.163 -0.976 -2.040
C: -1.730 -0.229 -1.556
C: 1.344 2.672 -0.953
H: -0.659 2.308 -1.610
C: 0.706 1.846 -3.211
H: 1.777 1.622 -3.370
H: 0.540 2.875 -3.608
H: 0.115 1.167 -3.837
H: 0.901 3.053 -0.017
H: 1.638 3.542 -1.561
H: 2.255 2.108 -0.701
H: -2.234 0.632 -1.047
C: -2.313 -1.508 -0.939
C: -2.013 -0.163 -3.037
H: -1.999 0.865 -3.424
H: -3.037 -0.559 -3.221
H: -1.321 -0.781 -3.620
H: -1.670 -1.951 -0.164
H: -2.495 -2.278 -1.715
H: -3.287 -1.274 -0.469
C: 2.626 -0.710 -1.654
H: 1.019 -0.651 -3.072
C: 0.836 -2.463 -1.964
H: 3.035 0.179 -2.160
H: 3.244 -1.574 -1.942
H: 2.740 -0.567 -0.559
H: 0.788 -2.833 -0.919
H: 1.633 -3.032 -2.475
H: -0.114 -2.697 -2.466
C: 0.046 -1.464 5.526
S: -0.975 -0.373 4.475
C: -1.000 1.092 5.561
O: 0.183 0.116 3.541
H: -0.488 -1.664 6.396
H: 0.982 -0.912 5.726
H: 0.275 -2.352 4.954
H: 0.055 1.344 5.765
H: -1.458 1.902 5.011
H: -1.521 0.842 6.429

Forces on atoms 1 to 2 (eV/Å):
Gd 1.40 -0.69 -1.42
Cl -1.30 1.74 -0.06



No. 8
# C11H30ClGaIO4P3

A molecular structure, C11H30ClGaIO4P3 (the ωB97M-V functional and the def2-TZVPD basis, the Open Molecules 2025 dataset).

Properties
- maximum force (hartree/bohr) = 0.062
- gap between HOMO and LUMO (alpha / beta) (eV) = 4.17 / 3.72
- net charge = +2
- HOMO (alpha / beta) (eV) = -14.37 / -14.19

CARTESIAN COORDINATES (ANGSTROEM)
C: -0.028 0.377 -3.751
C: -0.169 0.735 -2.308
H: 0.015 1.274 -4.388
H: -0.871 -0.270 -4.041
H: 0.881 -0.225 -3.879
O: -0.383 1.827 -1.826
I: -0.042 -2.049 1.631
Ga: -0.018 -0.928 -1.020
P: 2.400 -0.881 -0.710
C: 3.232 0.139 0.545
C: 3.022 -2.564 -0.391
H: 4.070 -2.614 -0.714
H: 4.285 -0.477 -2.134
H: 2.424 -3.291 -0.952
H: 2.865 -1.030 -3.079
H: 2.939 -0.171 1.558
H: 2.950 -2.787 0.679
C: 3.199 -0.383 -2.259
H: 4.318 0.023 0.420
H: 2.944 0.659 -2.485
H: 2.955 1.191 0.407
P: -2.442 -0.868 -0.725
C: -3.276 0.147 0.531
C: -3.257 -0.355 -2.268
H: -2.512 -3.283 -0.948
H: -4.146 -2.575 -0.712
H: -3.023 -2.752 0.679
C: -3.096 -2.540 -0.394
H: -2.932 -1.000 -3.093
H: -4.344 -0.446 -2.133
H: -4.363 0.030 0.391
H: -3.011 1.202 0.403
H: -2.999 0.687 -2.491
H: -3.001 -0.175 1.543
Cl: -0.028 -2.779 -2.305
C: 1.692 0.475 3.839
O: 1.345 1.403 2.764
P: 0.325 1.091 1.535
O: -1.110 1.413 2.180
C: -1.513 0.884 3.464
O: 0.630 2.342 0.574
C: 0.004 3.644 0.558
H: 1.387 -0.559 3.587
H: 1.224 0.793 4.781
H: 2.787 0.512 3.977
H: -1.223 -0.175 3.569
H: -1.091 1.487 4.277
H: -2.615 0.955 3.496
H: -1.051 3.568 0.219
H: 0.080 4.084 1.561
H: 0.571 4.237 -0.162

Forces on atoms 1 to 2 (eV/Å):
C 0.16 -0.16 -0.54
C -0.44 3.07 0.69



No. 9
# C11H30ClHfI2N2P2S

A molecular structure, C11H30ClHfI2N2P2S (the ωB97M-V functional and the def2-TZVPD basis, the Open Molecules 2025 dataset).

Properties
- maximum force (hartree/bohr) = 0.061
- gap between HOMO and LUMO (eV) = 6.46
- net charge = +3
- HOMO (eV) = -17.52

CARTESIAN COORDINATES (ANGSTROEM)
I: -0.200 -0.493 -6.077
I: 2.146 0.020 -4.660
Hf: -0.923 0.148 -1.591
P: -0.180 2.634 -1.791
C: 1.269 3.506 -1.072
C: -0.254 3.133 -3.556
H: -0.259 4.229 -3.694
H: -1.575 4.615 -1.220
H: -1.170 2.709 -4.005
H: -2.563 3.128 -1.461
H: 2.185 3.108 -1.540
H: 0.613 2.699 -4.086
C: -1.624 3.527 -1.037
H: 1.280 4.607 -1.195
H: -1.618 3.347 0.053
H: 1.319 3.304 0.014
P: -0.747 -2.438 -1.505
C: 0.497 -3.476 -0.646
C: -2.339 -2.901 -0.664
H: -1.751 -2.550 -3.710
H: -1.196 -4.186 -3.214
H: -0.018 -2.943 -3.766
C: -0.948 -3.111 -3.197
H: -3.174 -2.352 -1.138
H: -2.536 -3.985 -0.728
H: 0.287 -4.563 -0.617
H: 0.597 -3.135 0.401
H: -2.285 -2.609 0.400
H: 1.470 -3.337 -1.145
Cl: -2.899 0.319 -2.818
C: 2.461 -1.509 2.137
C: 2.241 -0.017 2.210
N: 0.978 0.508 1.601
C: -0.248 -0.008 1.783
S: -1.658 0.298 0.693
N: -0.506 -0.692 2.907
C: 0.059 -0.373 4.281
C: 0.022 1.074 4.690
H: 1.719 -2.128 2.643
H: 3.404 -1.703 2.653
H: 2.584 -1.846 1.110
H: 2.240 0.304 3.254
H: 3.065 0.523 1.731
H: 1.114 1.127 0.767
H: -1.464 -1.035 3.008
H: -0.547 -0.994 4.947
H: 1.076 -0.777 4.350
H: -1.008 1.424 4.771
H: 0.476 1.118 5.682
H: 0.585 1.753 4.049

Forces on atoms 1 to 2 (eV/Å):
I 0.98 0.30 0.64
I -1.29 -0.29 -0.19



No. 10
# C11H30F3O9Y

A molecular structure, C11H30F3O9Y (the ωB97M-V functional and the def2-TZVPD basis, the Open Molecules 2025 dataset).

Properties
- maximum force (hartree/bohr) = 0.108
- gap between HOMO and LUMO (eV) = 1.72
- HOMO (eV) = -5.99

CARTESIAN COORDINATES (ANGSTROEM)
Y: 1.105 1.484 -0.963
O: 4.063 3.932 -1.992
C: 3.947 5.200 -2.599
C: 2.570 5.398 -3.432
O: 1.482 4.910 -2.769
H: 4.823 5.498 -3.175
H: 4.027 6.062 -1.937
H: 2.622 4.773 -4.324
H: 2.461 6.454 -3.679
C: -2.070 -3.692 1.495
O: -2.580 -3.476 2.805
O: -1.352 -2.484 1.232
C: -1.484 -5.137 1.274
F: -1.511 -5.668 -0.003
F: -0.192 -5.153 1.589
F: -1.983 -6.061 2.003
C: -3.961 -3.492 2.926
C: -4.241 -3.848 4.425
H: -3.797 -4.820 4.640
H: -3.739 -3.127 5.070
H: -5.322 -3.841 4.568
H: -4.434 -4.217 2.264
H: -4.380 -2.505 2.733
H: -2.944 -3.648 0.846
C: 1.722 4.495 2.994
O: 1.128 3.269 2.652
H: 2.713 4.339 3.420
H: 1.792 5.254 2.215
H: 1.250 4.917 3.881
H: 0.806 2.874 3.465
C: -2.260 -0.906 -5.193
O: -1.524 0.152 -4.596
H: -1.872 -0.820 -6.208
H: -1.965 -1.922 -4.931
H: -3.345 -0.824 -5.133
H: -1.846 0.927 -5.061
C: -4.010 3.207 1.207
O: -3.243 2.830 0.112
H: -4.744 3.984 0.991
H: -4.608 2.362 1.547
H: -3.438 3.538 2.074
H: -3.912 2.722 -0.567
C: 2.871 -2.651 -3.506
O: 3.078 -1.225 -3.384
H: 3.255 -3.066 -4.437
H: 3.379 -3.236 -2.739
H: 1.820 -2.941 -3.498
H: 3.915 -0.952 -3.767
C: 4.202 -1.694 2.762
O: 4.160 -0.669 1.879
H: 4.968 -1.726 3.537
H: 3.193 -1.732 3.173
H: 4.319 -2.643 2.238
H: 5.084 -0.407 1.878

Forces on atoms 1 to 2 (eV/Å):
Y 0.25 0.34 -0.10
O -0.62 3.98 -2.04